(1)
This record from the Open Molecules 2025 dataset describes a 4-piece molecular cluster, H8O3S2 overall. The level of theory is ωB97M-V/def2-TZVPD.

Calculated values
LUMO   0.3 eV
Highest occupied orbital energy   -9.44 eV
Total charge   0
SMILES string   SS.O.O.O

Each line ends with the Mulliken charge.
Geometry (Å):
S  -0.83974  2.68722  0.94765  -0.1762
S  -1.94446  2.08558  -0.69348  -0.1948
H  -1.39698  1.93863  2.06576  0.1653
H  -1.35781  0.91950  -1.24395  0.1663
O  -1.21684  -0.62729  1.40966  -0.5385
H  -0.70942  -1.31873  1.81184  0.2692
H  -2.10565  -0.94427  1.30886  0.3054
O  1.75358  0.93936  -1.88162  -0.6188
H  1.27184  1.68738  -1.55612  0.2996
H  2.63224  1.08104  -1.37395  0.3255
O  1.61106  -2.74021  -0.06424  -0.6401
H  1.52331  -2.59881  -1.04301  0.3304
H  0.77886  -3.10939  0.31260  0.3068

Forces on the atoms, in the same order (eV/Å):
S -0.61 -1.19 1.12
S 0.18 -0.82 -0.30
H 0.68 0.88 -1.92
H -0.15 1.17 1.06
O 0.21 0.89 -0.30
H 0.33 -0.58 0.33
H -0.59 -0.34 -0.01
O 2.82 -0.04 1.20
H -0.84 0.68 0.17
H -2.05 -0.67 -1.36
O -0.54 -0.16 -0.55
H -0.34 -0.29 1.57
H 0.89 0.46 -1.02

***

(2)
This record from the Open Molecules 2025 dataset describes C43H44BrFeGeIN2O6S3 as an isolated structure. The level of theory is ωB97M-V/def2-TZVPD.

Calculated values
LUMO (alpha / beta)   0.2 / 0.2 eV
⟨S²⟩   6.01
Highest occupied orbital energy (alpha / beta)   -7.02 / -7.03 eV
Total charge   0
Spin multiplicity   5

Each line ends with the Mulliken charge.
Geometry (Å):
Fe  -0.39131  0.29238  -0.46323  0.6094
C  2.47946  0.30207  1.20423  -0.5045
C  2.04982  1.72345  0.96112  -1.0762
O  0.64190  1.87879  1.11224  0.2892
C  0.15868  1.88790  2.45292  -1.0753
C  -1.05704  1.00693  2.54075  0.1422
O  -0.67712  -0.23607  1.97656  0.0036
C  -1.68160  -1.25450  1.98105  0.2422
C  -0.98127  -2.46897  1.44284  -1.0592
O  -0.48231  -2.11032  0.15532  0.1496
C  0.79728  -2.61971  -0.18812  -0.8775
C  1.88739  -1.90384  0.56681  -0.6881
O  1.77728  -0.51844  0.28952  0.0486
H  2.25023  -0.01681  2.22681  0.3157
H  3.55841  0.22196  1.05014  0.4890
H  2.25939  1.98812  -0.07630  0.2483
H  2.59194  2.39740  1.62606  0.4891
H  -0.10351  2.91113  2.72845  0.3790
H  0.93294  1.52426  3.13283  0.3966
H  -1.89138  1.44312  1.98051  -0.6501
H  -1.35285  0.88513  3.58682  0.5549
H  -2.50475  -0.98328  1.31709  -0.5660
H  -2.06228  -1.43150  2.99048  0.5461
H  -1.67581  -3.30464  1.35536  0.4307
H  -0.16194  -2.74727  2.11000  0.4189
H  0.90490  -2.43065  -1.25674  0.2168
H  0.85795  -3.69440  0.00374  0.4353
H  2.86285  -2.28502  0.25451  0.4165
H  1.78769  -2.06680  1.64428  0.4006
O  -1.21546  -0.90255  -2.07891  -0.7003
C  -2.41450  -0.67915  -1.78929  0.7191
O  -2.70947  -0.14075  -0.68139  0.1507
C  -3.52888  -1.01994  -2.75443  -1.2110
C  -4.77162  -0.15962  -2.50220  -1.3060
Ge  -5.43934  -0.14281  -0.64266  1.6006
C  -7.39149  -0.38870  -0.85373  -0.2515
C  -7.80094  -1.56788  -1.48457  -0.4865
C  -9.14481  -1.85099  -1.68204  -0.7560
C  -10.11156  -0.95036  -1.24712  -0.5038
C  -9.72590  0.22177  -0.61332  -0.6990
C  -8.37593  0.49650  -0.41576  -0.0417
C  -5.09100  1.55758  0.26131  -0.1514
C  -4.22323  1.62828  1.35325  0.0118
C  -3.97769  2.83454  1.99734  -0.4810
C  -4.59876  3.99654  1.55684  -0.7128
C  -5.45674  3.94584  0.46718  -1.0481
C  -5.69810  2.73634  -0.17526  -0.2144
C  -4.98376  -1.61195  0.58562  0.0092
C  -5.30667  -1.45804  1.93684  -0.0725
C  -5.02922  -2.45728  2.86386  -0.9282
C  -4.43498  -3.64362  2.45163  -0.3120
C  -4.13530  -3.82617  1.10826  -0.7848
C  -4.40548  -2.81900  0.18760  0.2051
H  -3.75349  -2.08431  -2.63252  0.2806
H  -3.14145  -0.89848  -3.76633  0.5463
H  -5.58898  -0.46503  -3.15449  0.6611
H  -4.52901  0.87955  -2.74227  0.5454
H  -7.05308  -2.28130  -1.82548  0.3053
H  -9.44402  -2.77051  -2.17042  0.4062
H  -11.16256  -1.16509  -1.39962  0.3754
H  -10.47743  0.92202  -0.26852  0.4119
H  -8.08826  1.41150  0.09354  0.3410
H  -3.72655  0.72640  1.69554  0.5843
H  -3.29662  2.87378  2.84157  0.5493
H  -4.40907  4.93950  2.05696  0.5199
H  -5.94175  4.84864  0.11408  0.4110
H  -6.35432  2.71494  -1.04013  0.5079
H  -5.79230  -0.54735  2.27243  0.4440
H  -5.28856  -2.31063  3.90541  0.4577
H  -4.22632  -4.42724  3.17025  0.3964
H  -3.69645  -4.75809  0.77032  0.3995
H  -4.16002  -2.98979  -0.85461  0.0064
Br  -1.42394  5.16219  1.46678  -0.1239
C  -0.63733  5.31826  -0.25315  0.5796
C  0.12646  6.44680  -0.51072  -0.5276
C  0.73230  6.59794  -1.74794  -0.7390
C  0.57979  5.61976  -2.71918  -0.4897
C  -0.18402  4.49238  -2.46319  -0.3348
C  -0.80071  4.33816  -1.23019  -0.0071
I  -1.98537  2.64155  -0.90821  0.0650
H  0.23593  7.19862  0.26062  0.4043
H  1.32805  7.48032  -1.94575  0.3731
H  1.06007  5.73101  -3.68327  0.3624
H  -0.27645  3.72190  -3.21685  0.4548
S  -0.81407  0.02171  -7.67219  -0.3597
C  -0.05680  0.62048  -6.31964  0.1081
S  -0.15786  -0.17219  -4.78279  -0.0405
C  0.69679  1.15830  -3.99520  0.1333
N  1.01138  2.08585  -4.83500  -0.6394
N  0.63439  1.77762  -6.13475  0.4862
C  1.04606  2.72038  -7.13094  0.1642
C  1.37719  2.32832  -8.42163  -0.4204
C  1.77436  3.28563  -9.34455  -0.6820
C  1.85935  4.62364  -8.98740  -0.4309
C  1.55817  5.00256  -7.68681  -0.5312
C  1.15491  4.05665  -6.75896  0.0232
S  1.16663  1.24170  -2.33521  -0.5273
H  1.33024  1.28823  -8.69919  0.3522
H  2.02582  2.97774  -10.35263  0.3570
H  2.16512  5.36394  -9.71648  0.3729
H  1.64124  6.04338  -7.39767  0.3539
H  0.93031  4.33360  -5.74033  0.3526

Forces on the atoms, in the same order (eV/Å):
Fe 0.35 -0.72 -0.45
C -0.06 -0.06 0.04
C 0.02 0.09 -0.12
O -0.15 -0.17 -0.35
C 0.14 0.13 0.10
C -0.12 -0.01 -0.16
O -0.13 0.07 -0.22
C 0.01 0.00 0.06
C 0.17 -0.06 -0.07
O -0.02 0.06 0.11
C -0.11 0.03 -0.07
C 0.03 0.01 0.04
O -0.21 0.00 -0.04
H -0.01 -0.02 0.04
H 0.08 -0.06 -0.03
H 0.05 0.12 0.06
H 0.00 0.10 0.04
H 0.05 0.02 0.03
H 0.02 -0.02 -0.01
H 0.26 -0.09 0.08
H -0.05 0.00 0.08
H 0.04 0.01 0.12
H 0.05 0.01 0.05
H 0.05 0.00 -0.02
H 0.02 -0.03 0.03
H -0.04 -0.06 -0.02
H -0.01 -0.04 -0.04
H 0.09 0.02 -0.03
H 0.01 0.02 0.07
O -0.06 0.26 -0.09
C 0.19 -0.28 -0.28
O 0.24 0.34 0.37
C -0.05 0.10 0.17
C 0.30 -0.26 0.13
Ge -0.33 -0.03 -0.03
C -0.01 0.05 0.02
C -0.01 0.08 -0.01
C -0.02 0.05 0.05
C 0.04 -0.01 0.00
C 0.04 -0.04 0.00
C 0.09 -0.03 0.02
C -0.08 -0.03 0.08
C -0.27 0.12 0.08
C -0.27 -0.06 0.02
C -0.11 -0.08 0.05
C 0.00 0.00 -0.03
C 0.11 -0.08 0.01
C 0.03 -0.05 -0.04
C -0.02 -0.11 -0.06
C 0.00 0.03 -0.08
C -0.06 0.03 0.01
C -0.12 0.03 -0.06
C -0.02 0.02 0.05
H 0.05 0.05 -0.09
H 0.02 0.00 -0.02
H -0.01 -0.01 0.00
H -0.09 0.02 0.01
H -0.07 0.01 0.00
H 0.02 0.01 0.00
H 0.03 0.00 0.00
H 0.02 -0.01 0.00
H -0.05 -0.04 -0.03
H -0.15 0.07 -0.02
H -0.05 0.02 -0.02
H -0.04 -0.07 -0.05
H 0.04 -0.02 0.01
H -0.02 0.03 0.05
H 0.02 -0.01 0.01
H 0.00 -0.01 0.00
H 0.00 0.01 -0.02
H -0.01 0.01 0.01
H 0.01 0.00 0.09
Br 0.17 0.13 -0.06
C 0.06 -0.14 -0.17
C -0.03 0.04 0.09
C 0.00 -0.02 -0.01
C 0.04 0.08 -0.04
C 0.06 0.01 -0.06
C -0.11 -0.08 0.26
I -0.06 0.60 -0.33
H 0.02 -0.03 -0.05
H -0.02 -0.03 0.00
H 0.00 -0.03 0.03
H -0.01 0.01 0.02
S 0.15 0.04 0.03
C -0.04 0.31 -0.03
S 0.02 0.04 0.37
C -0.40 -0.18 -0.23
N 0.17 0.20 -0.20
N 0.10 -0.23 0.11
C -0.07 0.04 0.12
C 0.00 -0.05 0.06
C 0.01 0.04 0.01
C 0.00 -0.06 -0.03
C 0.02 0.01 -0.03
C -0.08 0.01 -0.01
S 0.22 -0.14 0.43
H -0.06 -0.03 -0.02
H -0.01 -0.01 0.05
H 0.00 -0.02 0.03
H -0.03 -0.04 0.04
H -0.02 0.03 0.00

***

(3)
This record from the Open Molecules 2025 dataset describes C8H17FeN7O7S as an isolated structure. The level of theory is ωB97M-V/def2-TZVPD.

Calculated values
LUMO (alpha / beta)   2.0 / 2.0 eV
⟨S²⟩   0.78
Highest occupied orbital energy (alpha / beta)   -5.28 / -5.40 eV
Total charge   -1
Spin multiplicity   2

Each line ends with the Mulliken charge.
Geometry (Å):
Fe  0.12259  0.41878  0.04859  0.1657
N  1.95686  -2.63421  0.84756  -0.6090
C  1.00558  -2.47235  1.93560  -0.9585
C  0.78812  -1.08838  2.55081  0.8265
O  0.75207  -1.02482  3.78397  -0.7189
N  0.70856  0.02463  1.77743  0.2071
C  0.74490  1.28668  2.49194  -0.4805
C  1.26852  2.37263  1.52635  0.5496
O  1.79143  3.40418  1.90393  -0.7479
O  1.03686  2.10720  0.27008  -0.5284
H  1.55286  -2.34630  -0.03662  0.3664
H  2.74605  -2.01063  0.97783  0.3192
H  1.29117  -3.08606  2.79001  0.3655
H  0.02970  -2.85687  1.62523  0.2224
H  1.34938  1.22366  3.39650  0.3955
H  -0.25965  1.58596  2.81864  0.1834
C  -2.89883  3.73314  -0.20457  -1.2893
N  -3.45732  2.40288  -0.33541  0.0860
C  -4.90291  2.32402  -0.25983  -1.1241
C  -2.66116  1.33366  -0.00473  0.5600
N  -1.55494  1.41244  0.62705  -0.2147
N  -3.14358  0.10698  -0.46763  -0.2183
C  -2.36764  -1.06028  -0.55072  0.2760
N  -2.85275  -1.99392  -1.41782  -0.6363
N  -1.30593  -1.18847  0.15945  -0.3280
H  -3.45506  4.40453  -0.85868  0.3352
H  -1.85681  3.73848  -0.52032  0.4526
H  -2.96981  4.11740  0.82080  0.3753
H  -5.36145  2.71883  -1.16932  0.3271
H  -5.27588  2.90549  0.59052  0.3551
H  -5.23021  1.29752  -0.11490  0.4042
H  -1.32864  2.36094  0.90420  0.2512
H  -3.76735  0.22269  -1.25076  0.2776
H  -3.60229  -1.67277  -2.01238  0.2355
H  -2.07060  -2.35237  -1.97951  0.3289
H  -0.87132  -2.08350  -0.05166  0.3387
O  1.30854  0.11526  -3.43243  -0.7215
S  0.45832  -0.40551  -2.40092  1.4459
O  -0.23006  -1.64712  -2.76758  -0.7672
O  -0.51037  0.64889  -1.86318  -0.6275
O  1.23272  -0.64331  -1.09813  -0.6804

Forces on the atoms, in the same order (eV/Å):
Fe -1.20 -0.41 0.34
N -0.06 -0.05 -0.02
C -0.19 -0.01 -0.04
C 0.06 0.40 0.16
O -0.05 -0.06 0.00
N 0.19 0.00 0.08
C 0.40 0.28 -0.01
C -0.25 -0.28 -0.09
O -0.01 0.10 0.34
O -0.12 -0.66 -0.29
H 0.07 0.12 0.06
H -0.03 -0.03 0.05
H 0.10 0.00 0.00
H 0.04 -0.02 -0.02
H 0.08 0.07 -0.11
H 0.00 0.05 0.08
C -0.03 0.09 0.05
N 0.10 -0.16 0.08
C -0.11 0.02 0.02
C -0.23 -0.41 0.00
N 0.41 0.48 -0.16
N 0.12 0.03 -0.16
C 0.14 0.93 0.51
N 0.25 -0.32 -0.34
N 0.21 -0.23 -0.84
H -0.01 -0.01 0.00
H -0.01 -0.01 -0.03
H 0.02 -0.01 -0.01
H 0.01 0.00 0.00
H 0.02 0.00 -0.01
H 0.02 0.01 -0.01
H -0.03 -0.06 0.07
H 0.08 0.01 0.00
H 0.02 -0.07 0.01
H -0.14 0.04 0.09
H -0.01 0.02 0.03
O -0.12 -0.03 -0.08
S 0.24 0.02 0.02
O -0.28 0.28 0.14
O -0.06 0.00 -0.01
O 0.33 -0.15 0.10

***

(4)
This record from the Open Molecules 2025 dataset describes C20H44Cl4O2P2Pr as an isolated structure. The level of theory is ωB97M-V/def2-TZVPD.

Calculated values
LUMO (alpha / beta)   2.3 / 2.3 eV
⟨S²⟩   2.04
Highest occupied orbital energy (alpha / beta)   -2.67 / -2.75 eV
Total charge   -1
Spin multiplicity   3

Each line ends with the Mulliken charge.
Geometry (Å):
Pr  0.83188  -1.64330  0.52128  0.1073
Cl  2.05016  0.53422  -0.58083  -0.5031
P  2.07860  0.19963  2.60872  0.4854
C  2.33232  1.97390  3.02610  0.5022
C  1.50526  -0.68598  4.18627  0.4962
C  3.82284  -0.35163  2.18861  0.7183
C  1.10182  2.77362  2.56392  -1.4037
H  3.19613  2.27081  2.40106  0.3972
C  2.67456  2.22613  4.49742  -1.3169
H  1.86674  1.88454  5.16051  0.2003
H  2.78870  3.30957  4.63316  0.4647
H  3.61224  1.74123  4.79618  0.2088
H  0.81367  2.51487  1.53646  0.2797
H  1.33124  3.84668  2.61315  0.4648
H  0.25133  2.58050  3.23149  0.2485
H  4.18321  0.46196  1.53795  0.3998
C  3.80650  -1.64835  1.34033  -1.0553
C  4.71634  -0.45806  3.41486  -1.5435
H  5.05876  0.52998  3.74343  0.2743
H  5.59758  -1.04148  3.12351  0.4912
H  4.21956  -0.96688  4.25356  0.2464
H  3.23743  -2.44740  1.83285  -0.1589
H  4.82295  -2.02615  1.19439  0.5362
H  3.40901  -1.43887  0.32951  0.2323
C  0.12318  -0.15875  4.59632  -1.4886
H  2.25123  -0.40317  4.94184  0.5024
C  1.47973  -2.21360  4.04708  -1.4518
H  0.13989  0.91220  4.82875  0.2849
H  -0.21262  -0.69222  5.49693  0.4464
H  -0.61891  -0.33612  3.80451  0.1456
H  0.68671  -2.55786  3.35780  0.1877
H  1.24680  -2.65667  5.02616  0.5308
H  2.43974  -2.63548  3.72319  0.2773
Cl  -1.62766  -1.85247  1.46368  -0.5080
H  -0.44532  0.34130  0.27464  0.0071
P  -1.83048  0.27798  -2.87922  0.4810
C  -0.71971  0.37074  -4.33678  0.4121
C  -3.13081  -1.03910  -3.13733  0.4212
C  -2.49994  1.94523  -2.55464  0.5433
C  0.54221  -0.46911  -4.10934  -1.1799
H  -0.40505  1.42833  -4.35373  0.4708
C  -1.41957  0.01283  -5.64375  -1.5804
H  -1.73976  -1.03730  -5.64801  0.2319
H  -0.71424  0.14138  -6.46970  0.4823
H  -2.27909  0.66593  -5.84618  0.2787
H  1.06037  -0.18554  -3.18297  0.0608
H  1.22267  -0.30149  -4.95387  0.4899
H  0.33663  -1.54508  -4.04264  0.1235
H  -1.57567  2.54961  -2.50889  0.3336
C  -3.16454  2.03936  -1.16776  -1.5680
C  -3.36855  2.42493  -3.71343  -1.4691
H  -2.76300  2.60125  -4.61123  0.2664
H  -3.83816  3.37822  -3.44591  0.4794
H  -4.17573  1.71816  -3.94180  0.2214
H  -2.67485  1.38889  -0.43027  0.2525
H  -4.23090  1.80816  -1.22872  0.3066
H  -3.07260  3.07313  -0.81665  0.4819
C  -2.52717  -2.45211  -3.17044  -1.3637
H  -3.56403  -0.80485  -4.12777  0.5050
C  -4.21756  -0.99899  -2.05734  -1.5386
H  -1.72556  -2.58792  -3.90628  0.2766
H  -3.31762  -3.16708  -3.43203  0.5318
H  -2.13279  -2.72978  -2.18155  0.0113
H  -3.77572  -1.16592  -1.06137  0.2186
H  -4.94279  -1.79697  -2.26093  0.4807
H  -4.78311  -0.06326  -2.06459  0.2683
Cl  1.94169  -4.41716  0.31129  -0.2187
C  0.69179  -4.68481  -1.08746  -0.0762
Cl  -0.97847  -4.68796  -0.45804  -0.0836
C  0.78363  -3.57394  -2.14660  0.3648
O  0.80971  -3.88638  -3.33054  -0.6536
O  0.76028  -2.36482  -1.65738  -0.4228
H  0.92383  -5.65925  -1.53732  0.4544

Forces on the atoms, in the same order (eV/Å):
Pr -2.11 3.68 -0.57
Cl 0.89 -0.05 -0.39
P -0.70 -1.21 -0.58
C -0.07 0.04 -0.08
C 0.96 0.74 -0.01
C -0.37 0.00 0.24
C 0.14 0.16 0.11
H -0.36 -0.13 0.19
C -0.01 0.29 -0.07
H 0.32 0.15 -0.15
H 0.02 -0.15 0.15
H -0.26 0.10 -0.01
H 0.05 -0.05 0.28
H -0.08 -0.11 0.01
H 0.10 0.02 -0.23
H -0.17 -0.32 0.10
C 0.00 0.43 0.15
C 0.44 -0.24 -0.14
H -0.11 -0.23 0.04
H 0.11 0.07 0.33
H 0.23 0.10 -0.19
H 0.15 0.02 -0.05
H -0.06 -0.02 0.03
H 0.24 0.00 0.37
C -0.03 -0.11 -0.06
H -0.27 -0.28 0.29
C 0.01 -0.01 -0.07
H -0.06 -0.24 -0.10
H 0.04 0.10 -0.13
H 0.20 0.06 0.11
H 0.16 0.18 0.18
H -0.01 0.04 -0.23
H -0.16 0.12 0.11
Cl -0.12 -0.70 0.53
H 0.53 -0.99 0.41
P 1.69 -1.70 2.79
C -0.48 0.14 -0.27
C -0.25 0.78 -1.07
C -0.24 -0.19 -0.62
C 0.10 0.02 0.00
H -0.15 -0.17 -0.10
C 0.29 0.21 -0.38
H -0.02 0.25 0.01
H -0.03 -0.10 -0.17
H 0.08 -0.25 0.08
H -0.24 -0.05 -0.25
H 0.03 -0.08 0.01
H -0.02 0.32 -0.07
H -0.26 -0.24 -0.08
C 0.10 0.22 -0.21
C -0.21 0.77 0.27
H -0.18 -0.16 0.11
H -0.12 0.11 -0.17
H 0.17 0.05 0.01
H -0.06 0.09 -0.25
H 0.08 -0.06 0.08
H -0.11 -0.06 0.05
C 0.17 0.10 -0.01
H -0.34 -0.46 0.23
C 0.03 0.01 -0.11
H -0.07 0.16 0.19
H 0.02 0.06 0.08
H -0.06 0.20 -0.27
H -0.15 0.15 -0.27
H 0.11 -0.01 0.11
H 0.16 -0.06 0.09
Cl -0.77 -0.65 -0.99
C -0.05 -0.65 0.01
Cl 0.83 -0.23 -0.01
C 0.09 2.30 -0.30
O 0.01 -0.42 1.00
O 0.21 -2.24 -0.58
H -0.01 0.35 0.49

***

In the order shown, the computed relative energy (zero: lowest compared OMol25 entry of this formula, charge and spin) values come out to 22.1, 0.0, 5.9, 19.0 kcal per mole.